Computed, not measured: one molecule with the formula C24H30N4O4, with wB97M-V/def2-TZVPD.

For the energy above the lowest of the compared OMol25 structures with the same formula, charge and spin, the calculation gives 19.650 eV. As for the strongest force on any atom: 12.09 eV Å⁻¹. The energy comes out at -39508.141 eV. The HOMO energy comes out at -8.36 eV. Its orbital gap is 8.10 eV.

```
! RIJCOSX wB97M-V def2-TZVPD def2/J DEFGRID3
* xyz 0 1
C -0.33 1.10 -5.21
C 0.22 0.17 -4.48
N 0.27 0.71 -3.00
C -0.75 0.48 -2.23
C -1.12 0.62 -1.03
C -2.31 0.20 -0.28
O -3.25 0.38 -0.95
N -2.42 -0.57 0.81
C -1.25 -0.53 1.74
C -0.29 -1.77 1.20
C 0.99 -1.64 1.94
N 1.99 -2.65 1.23
C 3.29 -2.35 1.55
C 4.31 -3.12 0.86
O 3.98 -4.39 0.78
C 2.71 -4.67 0.40
C 1.76 -4.09 1.43
C -3.68 -0.86 1.44
C -3.89 0.11 2.59
C -4.62 1.29 2.69
C -4.72 1.61 4.06
C -4.35 0.49 4.81
O -3.82 -0.21 3.92
C -0.21 1.62 -0.42
O -0.46 2.24 0.76
C 1.09 1.90 -1.10
C 1.99 2.81 -0.79
C 2.85 3.32 -1.63
C 3.14 2.60 -2.68
C 4.18 3.11 -3.68
N 2.14 1.73 -3.30
C 1.25 1.60 -2.42
H -0.01 2.04 -5.17
H -1.48 1.03 -4.93
H -0.29 0.67 -6.31
H 1.33 0.09 -4.58
H -0.03 -0.82 -4.28
H -1.53 -0.21 -2.42
H -0.72 0.57 1.68
H -1.67 -0.63 2.73
H 0.02 -1.31 0.08
H -0.94 -2.46 1.20
H 1.50 -0.79 1.89
H 0.66 -2.04 2.98
H 3.63 -1.17 1.50
H 3.45 -2.45 2.64
H 5.31 -2.82 1.28
H 4.49 -2.65 -0.14
H 2.59 -5.82 0.56
H 2.78 -4.46 -0.56
H 0.59 -4.26 0.82
H 1.88 -4.15 2.51
H -3.47 -1.73 1.75
H -4.36 -0.70 0.73
H -4.94 1.97 1.76
H -4.98 2.63 4.69
H -4.13 0.53 5.88
H 1.98 3.40 0.35
H 3.74 3.89 -1.25
H 4.34 4.11 -3.86
H 4.08 2.28 -4.51
H 5.29 2.70 -3.10
*
```

Atom charges from the Mulliken analysis, given in e for atoms 1 to 2:
1. C -0.945
2. C -0.903